No. 1
DFT (the ωB97M-V functional and the def2-TZVPD basis) results for C64H61FGeN3P4S2Ti as an isolated structure at a distorted geometry.

The HOMO-LUMO gap (spin up / spin down) comes out at 6.73 / 6.43 eV. The spin multiplicity is 2. The charge is +2. Its LUMO energy (spin up / spin down) is -0.192 / -0.200 Ha. Its expectation value of S² is 0.772.

Last column: Löwdin charge in e.
CARTESIAN COORDINATES (ANGSTROEM)
Ti -0.587 -0.854 -0.153  0.04
F -4.263 -2.747 -1.956  -0.31
Ge -2.830 -2.210 -0.948  0.89
C -3.147 -0.347 -1.726  -0.27
C -3.661 -0.331 -3.019  -0.11
C -4.094 0.851 -3.593  -0.05
C -4.018 2.035 -2.873  -0.08
C -3.522 2.033 -1.580  -0.10
C -3.098 0.843 -0.985  -0.39
P -2.442 0.753 0.722  1.03
C -3.863 0.153 1.706  -0.36
C -3.763 0.311 3.091  -0.10
C -4.752 -0.180 3.922  -0.05
C -5.858 -0.822 3.380  -0.05
C -5.984 -0.934 2.007  -0.07
C -4.990 -0.453 1.165  -0.10
C -2.475 2.507 1.251  -0.35
C -3.718 3.129 1.392  -0.09
C -3.788 4.492 1.625  -0.05
C -2.625 5.242 1.745  -0.06
C -1.390 4.622 1.643  -0.07
C -1.314 3.258 1.394  -0.11
C -1.722 -3.556 -1.944  -0.26
C -2.302 -4.819 -2.049  -0.09
C -1.794 -5.754 -2.931  -0.04
C -0.710 -5.433 -3.743  -0.04
C -0.093 -4.204 -3.610  -0.08
C -0.580 -3.270 -2.692  -0.39
P 0.279 -1.691 -2.436  1.05
C 1.999 -2.201 -2.072  -0.41
C 2.365 -3.511 -1.787  -0.09
C 3.679 -3.805 -1.448  -0.05
C 4.628 -2.800 -1.378  -0.06
C 4.265 -1.485 -1.645  -0.06
C 2.959 -1.189 -1.987  -0.17
C 0.421 -1.136 -4.183  -0.35
C 1.630 -1.052 -4.869  -0.09
C 1.641 -0.767 -6.229  -0.07
C 0.452 -0.580 -6.918  -0.07
C -0.755 -0.661 -6.237  -0.08
C -0.771 -0.920 -4.876  -0.11
C -3.577 -3.140 0.647  -0.29
C -4.831 -3.731 0.592  -0.10
C -5.202 -4.642 1.568  -0.05
C -4.301 -5.006 2.561  -0.05
C -3.057 -4.404 2.630  -0.07
C -2.711 -3.427 1.697  -0.36
P -1.134 -2.526 1.686  0.98
C -1.064 -1.561 3.245  -0.35
C -0.507 -0.279 3.225  -0.16
C -0.398 0.468 4.388  -0.07
C -0.842 -0.061 5.590  -0.06
C -1.391 -1.334 5.622  -0.05
C -1.505 -2.081 4.460  -0.07
C 0.046 -3.889 1.943  -0.41
C 0.899 -3.962 3.039  -0.09
C 1.821 -4.993 3.124  -0.06
C 1.899 -5.947 2.120  -0.06
C 1.049 -5.877 1.026  -0.07
C 0.125 -4.850 0.935  -0.09
H -3.784 -1.262 -3.556  0.11
H -4.525 0.843 -4.586  0.12
H -4.384 2.960 -3.303  0.12
H -3.508 2.952 -1.014  0.10
H -2.915 0.834 3.513  0.10
H -4.663 -0.048 4.992  0.11
H -6.628 -1.214 4.031  0.11
H -6.860 -1.399 1.576  0.12
H -5.111 -0.533 0.092  0.10
H -4.630 2.553 1.299  0.12
H -4.755 4.972 1.695  0.12
H -2.688 6.308 1.917  0.11
H -0.482 5.203 1.742  0.11
H -0.350 2.778 1.292  0.05
H -3.178 -5.050 -1.455  0.11
H -2.260 -6.727 -3.007  0.12
H -0.355 -6.142 -4.479  0.12
H 0.767 -3.954 -4.221  0.12
H 1.638 -4.309 -1.815  0.10
H 3.958 -4.830 -1.241  0.11
H 5.650 -3.036 -1.115  0.11
H 5.004 -0.697 -1.583  0.11
H 2.662 -0.162 -2.172  0.09
H 2.564 -1.236 -4.358  0.10
H 2.586 -0.725 -6.755  0.11
H 0.468 -0.389 -7.983  0.11
H -1.688 -0.547 -6.774  0.12
H -1.710 -0.987 -4.346  0.08
H -5.499 -3.493 -0.225  0.11
H -6.181 -5.101 1.527  0.12
H -4.567 -5.775 3.273  0.12
H -2.347 -4.724 3.382  0.11
H -0.127 0.136 2.301  0.03
H 0.037 1.459 4.348  0.11
H -0.748 0.513 6.502  0.11
H -1.720 -1.756 6.562  0.12
H -1.928 -3.073 4.514  0.10
H 0.851 -3.213 3.818  0.11
H 2.483 -5.048 3.978  0.11
H 2.627 -6.744 2.192  0.11
H 1.102 -6.626 0.245  0.11
H -0.546 -4.792 0.085  0.09
C 3.455 -0.009 2.015  -0.09
C 2.281 0.064 1.078  -0.69
S 1.448 -1.457 0.848  0.77
C 1.867 1.190 0.478  -0.68
C 2.544 2.522 0.670  -0.10
S 0.459 1.208 -0.597  0.62
H 3.760 -1.046 2.147  0.07
H 3.191 0.392 2.996  0.09
H 4.307 0.557 1.638  0.08
H 3.628 2.414 0.685  0.08
H 2.245 2.974 1.618  0.09
H 2.269 3.212 -0.129  0.05
C 1.280 4.810 -3.336  -0.11
N 1.657 3.649 -4.258  -0.06
C 0.935 3.853 -5.592  -0.11
N -0.457 3.990 -5.391  -0.15
C -0.758 5.106 -4.505  -0.14
N -0.124 4.919 -3.206  -0.14
C -0.731 3.828 -2.448  -0.31
P -0.554 2.140 -3.265  1.01
C 1.289 2.347 -3.633  -0.27
C -1.105 2.754 -4.960  -0.29
H 1.696 5.720 -3.772  0.15
H 1.739 4.622 -2.364  0.14
H 2.665 3.669 -4.423  0.19
H 1.152 2.990 -6.224  0.15
H 1.346 4.756 -6.048  0.15
H -1.836 5.166 -4.370  0.14
H -0.404 6.036 -4.955  0.14
H -1.793 4.040 -2.332  0.08
H -0.287 3.773 -1.453  0.06
H 1.598 1.533 -4.292  0.08
H 1.820 2.251 -2.685  0.06
H -2.182 2.924 -4.920  0.08
H -0.923 1.977 -5.704  0.08

Atoms 1-3, force components in eV/Å:
Ti 1.289 1.164 0.033
F 0.178 0.197 0.188
Ge -2.328 -1.639 -1.119

No. 2
DFT (the ωB97M-V functional and the def2-TZVPD basis) results for a 2-piece molecular cluster, C3H4Cl3NO3 overall.

The HOMO-LUMO gap comes out at 9.32 eV. Its structure (SMILES) is [O-]/[N+](O)=C\O.ClC=C(Cl)Cl. Its LUMO energy is 0.021 Ha.

Last column: Löwdin charge in e.
CARTESIAN COORDINATES (ANGSTROEM)
C -1.320 0.688 -0.535  -0.70
C 1.014 -0.849 -0.373  -0.19
C -0.811 1.917 -0.499  -1.24
N 0.805 -1.009 0.889  -0.34
O -0.065 -1.757 1.389  -0.05
O 1.569 -0.227 1.758  0.04
O 0.381 -1.608 -1.266  0.04
Cl -2.059 0.050 -1.937  0.67
Cl -0.743 2.953 -1.862  0.64
Cl -0.130 2.552 0.946  0.66
H -1.417 0.083 0.355  0.06
H 1.767 -0.172 -0.727  0.16
H 1.248 -0.429 2.654  0.13
H -0.237 -2.192 -0.790  0.12

Atoms 1-3, force components in eV/Å:
C -0.457 0.727 0.063
C 0.649 -0.221 0.268
C -0.051 -0.309 -0.093

No. 3
DFT (the ωB97M-V functional and the def2-TZVPD basis) results for one molecule with the formula C4H11NO2 at a distorted geometry.

The HOMO-LUMO gap comes out at 10.56 eV. Its structure (SMILES) is C[C@H](O)[C@H](N)CO. Its LUMO energy is 0.029 Ha.

Last column: Löwdin charge in e.
CARTESIAN COORDINATES (ANGSTROEM)
C -1.054 0.811 -0.460  -0.25
O -1.679 1.950 0.076  -0.06
C 0.198 0.442 0.304  -0.35
C 0.901 -0.795 -0.222  -0.41
C 1.503 -0.752 -1.619  -0.04
O 0.201 -1.997 0.116  -0.04
N -0.076 0.399 1.762  0.06
H -0.775 1.036 -1.497  0.12
H -1.779 -0.005 -0.593  0.12
H -1.735 1.804 1.029  0.07
H 0.931 1.238 0.155  0.15
H 1.807 -0.930 0.389  0.14
H 2.462 -1.265 -1.661  0.08
H 1.624 0.262 -1.993  0.08
H 0.926 -1.221 -2.423  0.08
H -0.372 -2.301 -0.600  0.09
H 0.677 0.926 2.191  0.08
H 0.115 -0.570 2.020  0.07

Atoms 1-3, force components in eV/Å:
C -0.205 -0.084 -0.953
O -0.048 0.176 0.028
C 0.057 0.396 -0.165

No. 4
DFT (the ωB97M-V functional and the def2-TZVPD basis) results for C41H35AsN2O4P2RhS5 as an isolated structure at a distorted geometry.

The HOMO-LUMO gap (spin up / spin down) comes out at 6.38 / 5.08 eV. The spin multiplicity is 5. The charge is -1. Its LUMO energy (spin up / spin down) is 0.084 / 0.020 Ha. Its expectation value of S² is 6.024.

Last column: Löwdin charge in e.
CARTESIAN COORDINATES (ANGSTROEM)
Rh 0.161 -0.457 0.185  0.63
O 0.196 1.777 0.301  -0.41
P 0.404 3.094 -0.328  0.75
C -1.351 3.767 -0.498  -0.27
P -2.455 2.355 -0.911  0.70
O -2.625 1.403 0.181  -0.38
C -4.069 3.129 -1.321  -0.25
C -4.376 3.841 -2.471  -0.08
C -5.664 4.297 -2.686  -0.09
C -6.653 4.061 -1.747  -0.10
C -6.343 3.394 -0.575  -0.08
C -5.060 2.922 -0.370  -0.07
C -1.871 1.582 -2.458  -0.26
C -1.623 0.216 -2.409  -0.10
C -1.242 -0.470 -3.551  -0.07
C -1.153 0.202 -4.757  -0.08
C -1.400 1.563 -4.814  -0.09
C -1.731 2.255 -3.665  -0.10
C 0.937 3.275 -2.068  -0.28
C 1.158 2.156 -2.856  -0.11
C 1.661 2.296 -4.133  -0.07
C 1.950 3.558 -4.630  -0.08
C 1.736 4.676 -3.843  -0.08
C 1.233 4.533 -2.562  -0.07
C 1.159 4.366 0.745  -0.23
C 0.706 5.679 0.711  -0.10
C 1.296 6.644 1.508  -0.09
C 2.361 6.316 2.329  -0.09
C 2.808 5.006 2.380  -0.06
C 2.189 4.034 1.615  -0.05
H -1.476 4.572 -1.220  0.06
H -1.710 4.085 0.486  0.08
H -3.622 4.039 -3.214  0.08
H -5.898 4.833 -3.594  0.10
H -7.662 4.395 -1.933  0.10
H -7.104 3.232 0.173  0.10
H -4.806 2.373 0.525  0.11
H -1.738 -0.304 -1.460  0.02
H -1.025 -1.526 -3.496  0.10
H -0.882 -0.329 -5.657  0.10
H -1.327 2.094 -5.754  0.11
H -1.850 3.325 -3.716  0.10
H 0.984 1.178 -2.426  0.10
H 1.843 1.422 -4.742  0.11
H 2.371 3.669 -5.620  0.10
H 1.983 5.661 -4.215  0.10
H 1.113 5.397 -1.925  0.10
H -0.115 5.964 0.070  0.09
H 0.917 7.657 1.492  0.10
H 2.820 7.077 2.945  0.10
H 3.640 4.739 3.016  0.10
H 2.515 3.011 1.671  0.08
S -1.133 -3.496 3.582  -0.02
As -1.129 -1.487 2.877  -0.57
S 0.916 -0.774 2.512  0.06
S -1.983 -1.415 0.870  0.08
S -2.187 -0.290 4.270  0.01
C 6.620 2.168 4.420  -0.06
C 5.852 1.891 3.160  -0.28
C 4.575 1.351 3.225  -0.02
C 3.861 1.091 2.069  -0.09
C 4.425 1.370 0.840  -0.28
C 5.694 1.914 0.752  -0.05
C 6.406 2.166 1.913  -0.04
S 3.380 1.215 -0.624  0.65
O 4.225 1.207 -1.796  -0.29
O 2.562 2.428 -0.527  -0.40
N 2.445 -0.086 -0.520  -0.16
C 3.044 -1.302 -0.426  -0.30
C 4.415 -1.498 -0.299  -0.03
C 4.952 -2.768 -0.114  -0.08
C 4.154 -3.881 -0.037  -0.06
C 2.763 -3.753 -0.200  -0.16
C 1.886 -4.858 -0.151  0.00
C 0.559 -4.672 -0.432  -0.05
C 0.106 -3.387 -0.732  -0.17
N 0.877 -2.312 -0.680  -0.02
C 2.204 -2.468 -0.432  -0.17
H 6.013 1.950 5.296  0.07
H 6.916 3.216 4.459  0.08
H 7.523 1.559 4.458  0.08
H 4.129 1.130 4.184  0.12
H 2.869 0.671 2.122  0.01
H 6.109 2.131 -0.221  0.11
H 7.404 2.579 1.855  0.11
H 5.073 -0.645 -0.329  0.09
H 6.024 -2.865 -0.011  0.10
H 4.572 -4.860 0.149  0.10
H 2.274 -5.834 0.097  0.11
H -0.148 -5.487 -0.426  0.10
H -0.926 -3.227 -1.013  0.07

Atoms 1-3, force components in eV/Å:
Rh -0.416 0.910 0.354
O 0.043 -1.091 0.105
P -1.232 1.735 -0.534

Results for ΔE to the lowest compared entry with this formula, charge and spin: 0.0, 23.2, 31.4, 41.7 (in kcal/mol, following the order of the records).